(1)
{"formula": "C21H11AsBr2Cl3CoNO8S", "method": "ωB97M-V/def2-TZVPD", "fmax_ev_per_a": 3.94, "homo_lumo_gap_ha": [0.247, 0.147], "multiplicity": 5, "total_charge": -1, "lumo_ha": [0.0663, -0.0354], "homo_energy_ev": [-4.91, -4.96], "total_energy_ev": -326779.763, "elements": ["Br", "Br", "As", "Co", "Cl", "Cl", "Cl", "S", "O", "O", "O", "O", "O", "O", "O", "O", "N", "C", "C", "C", "C", "C", "C", "C", "C", "C", "C", "C", "C", "C", "C", "C", "C", "C", "C", "C", "C", "C", "H", "H", "H", "H", "H", "H", "H", "H", "H", "H", "H"], "coordinates": [[3.25011, 4.38561, -1.35735], [6.12405, 1.07848, -4.78929], [0.23042, 1.81898, 2.38455], [0.67755, 0.11501, -0.42628], [0.11192, -4.42982, -1.81207], [-3.63105, -6.05715, 1.66297], [-2.22778, -1.01120, 1.60526], [-1.85399, 1.97514, -0.35283], [-0.86088, 3.04211, -0.27264], [-0.06315, -1.93338, -0.30189], [0.46682, 0.37192, 1.60296], [1.72176, 1.68778, -0.67549], [-1.25371, 0.60865, -0.62455], [-3.00336, 2.04626, -1.24171], [0.09767, 1.24559, 4.08398], [1.20916, 3.20426, 2.25399], [2.07504, -0.70001, -1.61090], [2.65815, 1.59952, -1.53198], [4.64474, 1.14020, -3.58009], [-1.71349, -5.14562, 0.02128], [3.89720, 0.02441, -3.03787], [2.91714, 0.28205, -2.05567], [-3.57378, 3.00549, 3.64812], [-4.46845, 2.61289, 2.59960], [-2.06194, -2.51426, 0.86348], [3.23324, -2.28204, -2.96677], [-0.95102, -2.75882, 0.01472], [-2.55203, 1.89875, 1.32500], [-2.96734, -3.46751, 1.30453], [-1.75056, 2.15238, 2.40108], [-0.90626, -4.14823, -0.50080], [-2.22151, 2.73557, 3.60179], [4.07418, -1.30286, -3.43646], [-3.94327, 2.12637, 1.41961], [2.30152, -1.99629, -1.96958], [-2.73902, -4.86183, 0.95159], [4.36986, 2.42202, -3.04856], [3.43170, 2.66221, -2.04871], [-4.51342, 1.91673, 0.48850], [4.96077, -1.55925, -4.04135], [1.71595, -2.75340, -1.42361], [-5.54773, 2.68932, 2.77481], [-1.50413, 2.95727, 4.38297], [0.97775, 0.85423, 4.31577], [-3.75456, -3.16801, 2.00639], [4.94938, 3.29603, -3.42532], [-1.51589, -6.20281, -0.27098], [3.47580, -3.26448, -3.32837], [-3.99350, 3.60181, 4.41815]], "forces_ev_per_angstrom": [[-0.209, 0.213, 0.120], [-0.423, -0.533, 0.143], [0.051, 2.712, 0.162], [-1.321, 0.269, 1.784], [0.342, -0.658, -0.439], [-0.900, -1.250, 0.572], [0.004, 0.309, 0.021], [0.154, -1.418, -0.459], [-1.235, -1.041, -0.324], [-1.107, -1.010, 0.352], [0.725, -0.466, -0.714], [0.742, 1.323, -0.214], [0.282, 0.674, -0.077], [0.364, 1.008, 0.402], [1.624, -0.472, 0.386], [-1.489, -2.574, 0.444], [1.679, -1.994, -0.392], [-0.375, 0.317, 0.066], [-0.893, 1.346, 1.675], [0.541, -0.805, -0.319], [1.223, 1.009, -0.879], [-0.342, -0.391, -1.021], [-0.679, -0.424, -1.077], [0.719, 0.067, 0.804], [-1.398, 0.204, 1.721], [1.094, -0.103, 0.140], [1.147, -0.554, -1.246], [-0.811, 1.493, -0.707], [0.677, -2.008, -0.576], [1.926, 0.272, 0.864], [-1.196, 0.350, 1.071], [-0.458, -0.575, -1.359], [0.407, -0.082, -0.128], [0.119, -0.664, -0.714], [-0.755, 1.794, 0.348], [1.138, 3.724, -0.617], [1.047, -0.550, -1.003], [-0.146, -1.084, 0.096], [0.168, 0.257, 0.988], [-0.802, 0.159, -0.012], [0.465, 0.793, -0.714], [0.446, 0.278, -0.298], [-0.305, 0.129, -0.004], [-1.095, 0.499, -0.203], [0.404, -0.290, -0.379], [-0.499, -0.853, 0.309], [-0.352, 0.998, 0.114], [-0.419, -0.553, 0.311], [-0.281, 0.157, 0.981]], "nbo_charge": [0.100, 0.020, 2.400, 1.572, 0.086, 0.100, 0.177, 2.383, -0.926, -0.567, -1.264, -0.758, -1.105, -0.985, -1.053, -1.097, -0.539, 0.438, -0.186, -0.277, -0.031, 0.054, -0.208, -0.235, -0.084, -0.287, 0.442, -0.344, -0.233, -0.345, -0.077, -0.203, -0.131, -0.198, 0.056, -0.029, -0.193, -0.242, 0.250, 0.223, 0.229, 0.206, 0.245, 0.480, 0.249, 0.232, 0.241, 0.215, 0.199]}

***

(2)
{"formula": "C28H28N6O4SV", "method": "ωB97M-V/def2-TZVPD", "fmax_ev_per_a": 0.27, "homo_lumo_gap_ha": [0.246, 0.215], "multiplicity": 2, "e_above_lowest_kj_mol": 0.00, "lumo_ha": [0.0091, 0.0091], "homo_energy_ev": [-6.45, -5.61], "total_energy_ev": -83147.709, "elements": ["V", "S", "O", "O", "O", "O", "N", "N", "N", "N", "N", "N", "C", "C", "C", "C", "C", "C", "C", "C", "C", "C", "C", "C", "C", "C", "C", "C", "C", "C", "C", "C", "C", "C", "C", "C", "C", "C", "C", "C", "H", "H", "H", "H", "H", "H", "H", "H", "H", "H", "H", "H", "H", "H", "H", "H", "H", "H", "H", "H", "H", "H", "H", "H", "H", "H", "H", "H"], "coordinates": [[-0.90268, 1.01967, 0.84923], [-0.75605, -0.03224, -2.50742], [0.41084, -0.30741, 1.27450], [-1.04204, 0.82376, -3.64688], [-2.34539, 2.45644, 0.24582], [-1.76245, -0.98323, -2.12729], [-3.13014, -2.59123, 0.85776], [0.66224, 2.34032, 0.01672], [-2.32151, -0.56346, 0.85464], [-2.37554, 3.10305, -1.93989], [-2.93704, 4.56104, -0.24609], [-0.42670, 0.86598, -1.22424], [1.15666, -1.05981, -4.18277], [-3.61687, -0.52249, 0.39534], [0.73362, -0.91081, -2.87290], [1.58909, -3.41528, 2.67092], [-2.04265, -1.82336, 1.12996], [0.56611, 1.81479, -1.21965], [2.59055, -2.20307, -2.09907], [-1.82560, 0.25563, 3.77616], [0.46092, 0.76484, 4.35425], [2.34442, 3.20748, -1.97373], [2.30631, -1.79182, -4.44222], [-0.71107, 2.19104, 2.77908], [-4.13270, -1.77597, 0.38966], [1.44517, -1.47768, -1.82335], [-0.69278, -0.06493, 4.45578], [1.40080, 2.24472, -2.26211], [4.29925, -3.13691, -3.69439], [2.44869, 3.73817, -0.68949], [1.57785, 3.27008, 0.27230], [-1.87029, 1.38524, 2.90345], [-0.78736, -2.35246, 1.65974], [-0.72299, -3.66686, 2.13037], [3.03700, -2.37034, -3.40934], [1.55390, -2.11509, 2.21506], [0.44159, 1.87006, 3.56471], [-2.52096, 3.32589, -0.62815], [0.37207, -1.54464, 1.70775], [0.44253, -4.20725, 2.63454], [-5.09093, -2.15723, 0.08763], [5.17551, -2.49575, -3.57589], [-3.16588, -3.59144, 0.92013], [-2.83460, 1.74393, 2.56828], [4.41260, -3.97646, -3.00869], [2.51430, -3.82019, 3.06290], [-2.98280, 4.74274, 0.73991], [-1.61397, -4.28517, 2.12727], [3.14627, -2.64694, -1.28117], [-2.98345, 5.33220, -0.88546], [3.18347, 4.49125, -0.44485], [0.58854, -0.60342, -4.98264], [0.45954, -5.22531, 2.99865], [1.30702, 2.52111, 3.52549], [1.11231, -1.33084, -0.80307], [1.29545, 1.83443, -3.25484], [-2.54173, 3.82632, -2.61502], [-2.00058, 2.22209, -2.27185], [2.64131, -1.91580, -5.46533], [-2.71813, -0.34800, 3.89187], [4.30661, -3.52258, -4.71339], [-4.07152, 0.40168, 0.08476], [-0.66957, -0.94008, 5.09292], [1.60697, 3.64237, 1.29025], [3.00751, 3.55298, -2.75743], [1.34672, 0.52294, 4.92780], [-0.78028, 3.18624, 2.35233], [2.43253, -1.48288, 2.24072]], "forces_ev_per_angstrom": [[0.024, 0.047, 0.265], [-0.035, 0.047, 0.061], [-0.063, 0.063, -0.087], [0.014, 0.023, 0.007], [0.040, -0.017, 0.016], [0.019, 0.010, 0.008], [-0.037, 0.036, -0.021], [-0.039, -0.081, -0.029], [0.016, 0.073, -0.018], [0.022, -0.049, -0.002], [0.002, -0.006, -0.030], [0.095, -0.077, -0.224], [-0.014, 0.021, -0.004], [0.007, -0.020, -0.004], [0.030, -0.022, 0.031], [0.006, -0.002, 0.000], [0.095, -0.034, 0.033], [-0.043, -0.063, -0.035], [-0.002, -0.005, -0.013], [-0.007, 0.071, -0.055], [-0.053, -0.058, 0.017], [0.001, -0.001, -0.038], [0.003, -0.006, -0.008], [-0.035, -0.040, 0.050], [0.012, -0.020, 0.007], [0.010, 0.009, 0.009], [0.074, 0.021, 0.008], [-0.004, 0.002, 0.009], [0.004, -0.006, -0.001], [0.003, 0.012, 0.020], [-0.015, 0.016, 0.031], [0.085, -0.017, 0.014], [-0.023, 0.021, -0.033], [0.006, -0.015, 0.030], [-0.003, 0.008, 0.013], [-0.035, -0.013, 0.007], [-0.067, 0.013, -0.069], [-0.071, 0.031, 0.027], [-0.023, -0.016, 0.028], [0.003, 0.014, -0.009], [0.000, 0.002, -0.001], [-0.002, 0.002, 0.002], [0.008, 0.000, -0.005], [0.011, 0.002, -0.010], [-0.001, 0.000, 0.001], [-0.003, 0.000, 0.002], [0.004, -0.006, 0.002], [-0.002, 0.008, -0.005], [0.002, -0.001, -0.002], [0.005, 0.002, 0.004], [0.003, -0.003, -0.003], [0.005, -0.002, -0.003], [0.004, -0.001, 0.000], [-0.002, 0.004, -0.009], [-0.005, -0.001, 0.005], [-0.003, -0.004, -0.003], [0.009, 0.005, 0.001], [-0.017, 0.044, 0.003], [-0.004, 0.000, -0.003], [-0.001, -0.001, -0.004], [-0.001, 0.001, 0.000], [0.002, 0.002, 0.005], [0.009, 0.004, 0.002], [-0.005, -0.006, 0.002], [0.001, 0.001, 0.004], [-0.005, -0.009, 0.003], [-0.016, -0.011, 0.001], [0.004, 0.000, 0.001]], "nbo_charge": [1.277, 2.327, -0.763, -0.994, -0.691, -0.936, -0.508, -0.510, -0.501, -0.805, -0.817, -0.972, -0.193, -0.078, -0.280, -0.188, 0.370, 0.397, -0.203, -0.174, -0.222, -0.138, -0.225, -0.334, -0.075, -0.195, -0.238, -0.301, -0.630, -0.296, 0.074, -0.363, -0.141, -0.174, 0.001, -0.270, -0.199, 0.816, 0.368, -0.272, 0.220, 0.222, 0.420, 0.220, 0.220, 0.209, 0.414, 0.187, 0.215, 0.395, 0.220, 0.237, 0.211, 0.204, 0.245, 0.243, 0.397, 0.449, 0.210, 0.211, 0.216, 0.223, 0.214, 0.196, 0.217, 0.210, 0.211, 0.220]}

***

> Which value of multiplicity does entry 1 give?

5